i | 30
Properties=species:S:1:pos:R:3:lowdin_charge:R:1 method="wB97M-V/def2-TZVPD" e_lumo_ev=-0.382 total_charge=0 gap_ev=9.4 smiles=CO.CO.O.O.O.O.O.O
C -14.629 13.997 14.976 -0.1687
O -14.010 15.224 14.644 -0.1125
H -14.278 13.223 14.301 0.0816
H -14.420 13.672 16.003 0.0792
H -15.723 14.073 14.915 0.0553
H -14.008 15.810 15.404 0.0718
C -20.048 13.224 18.907 -0.1661
O -20.198 14.471 19.584 -0.1398
H -19.120 13.215 18.321 0.0589
H -20.010 12.429 19.648 0.0724
H -20.885 13.036 18.230 0.0806
H -20.302 15.137 18.888 0.0184
O -20.737 11.678 13.540 -0.0747
H -20.170 12.159 14.164 -0.0198
H -21.556 12.179 13.511 0.0231
O -18.890 13.060 15.195 -0.0383
H -18.644 13.973 15.381 0.0021
H -18.086 12.547 15.330 0.0266
O -20.335 16.143 17.275 -0.0392
H -20.382 17.088 17.111 0.0559
H -19.721 15.798 16.613 0.0111
O -17.175 10.719 16.510 -0.0372
H -16.848 11.518 16.935 0.0508
H -17.285 10.093 17.233 0.0697
O -18.018 15.879 15.469 -0.0428
H -17.509 16.540 15.949 0.0699
H -17.814 16.030 14.538 0.0758
O -16.608 9.291 14.094 -0.0663
H -16.727 9.723 14.953 -0.0221
H -15.730 9.547 13.801 0.0244

ii | 30
Properties=species:S:1:pos:R:3:lowdin_charge:R:1 method="wB97M-V/def2-TZVPD" e_lumo_ev=0.204 total_charge=0 gap_ev=10.7 smiles=CO.CO.O.O.O.O.O.O
C -3.066 -0.183 2.156 -0.1182
O -3.344 -1.444 1.542 -0.1348
H -3.184 -0.251 3.239 0.0836
H -2.041 0.111 1.944 0.0661
H -3.740 0.595 1.792 0.0843
H -4.270 -1.649 1.691 0.0910
C 0.963 2.674 -1.726 -0.1763
O 1.673 2.891 -2.956 -0.1207
H 0.416 1.732 -1.748 0.0685
H 1.656 2.712 -0.887 0.0817
H 0.150 3.385 -1.549 0.0775
H 1.679 3.850 -3.025 0.0763
O 0.484 -0.180 0.188 -0.0863
H -0.186 -0.848 -0.069 0.0110
H 1.280 -0.699 0.445 0.0104
O 0.912 -3.411 -0.983 -0.0678
H 0.129 -2.835 -0.904 -0.0123
H 1.502 -3.137 -0.271 0.0011
O -0.397 2.302 1.244 -0.0830
H -1.251 2.363 0.805 0.0259
H 0.033 1.512 0.852 -0.0102
O 2.418 -1.735 1.392 -0.0341
H 3.265 -1.323 1.609 0.0765
H 2.094 -2.096 2.227 0.0741
O -1.541 -1.949 -0.581 -0.0548
H -2.102 -1.984 -1.364 0.0795
H -2.160 -1.901 0.176 0.0362
O 3.257 0.406 -1.705 -0.0565
H 2.495 -0.030 -1.304 0.0069
H 2.874 1.122 -2.229 0.0045

iii | 30
Properties=species:S:1:pos:R:3:lowdin_charge:R:1 method="wB97M-V/def2-TZVPD" e_lumo_ev=0.121 total_charge=0 gap_ev=10.1 smiles=CCO.O.O.O.O.O.O.O
C 2.022 0.572 -1.983 -0.0689
C 2.110 -0.952 -1.864 -0.2634
O 2.013 -1.278 -0.462 -0.0933
H 1.025 0.912 -1.704 0.0528
H 2.201 0.858 -3.020 0.0747
H 2.780 1.096 -1.400 0.0793
H 3.037 -1.358 -2.270 0.1103
H 1.372 -1.457 -2.488 0.0987
H 2.700 -1.914 -0.252 0.0965
O -0.782 -0.634 4.579 -0.0445
H -0.642 -0.519 3.640 -0.0054
H 0.075 -0.470 4.972 0.0247
O 0.296 3.133 0.249 -0.0435
H 0.933 3.493 0.867 0.0366
H -0.450 3.730 0.298 0.0386
O -1.350 0.225 0.253 -0.0308
H -0.673 -0.099 0.847 -0.0074
H -0.888 0.821 -0.336 0.0169
O -2.561 -2.367 -0.889 -0.0701
H -1.972 -2.293 -1.639 -0.0189
H -2.526 -1.507 -0.470 -0.0075
O -2.963 1.652 2.584 -0.0505
H -2.219 1.514 1.998 -0.0119
H -2.618 2.208 3.283 0.0261
O 0.623 -0.861 1.855 -0.0483
H 1.107 -0.949 1.034 -0.0031
H 1.271 -1.042 2.536 0.0565
O -1.482 -1.098 -3.173 -0.0332
H -1.057 -1.260 -4.015 0.0464
H -1.382 -0.156 -3.031 0.0427

What should be chosen as the most stable of them? Choose iii.

i | 9
Properties=species:S:1:pos:R:3:lowdin_charge:R:1 method="wB97M-V/def2-TZVPD" e_lumo_ev=0.533 total_charge=0 gap_ev=11.4 smiles=OC(O)NF
O 0.374 -1.133 0.114 -0.0016
C -0.367 0.012 0.032 -0.6363
O 0.130 0.991 0.798 0.0920
N -0.561 0.266 -1.368 0.0277
F -0.801 1.646 -1.469 -0.0780
H 0.317 -1.689 -0.794 0.1857
H -1.450 -0.153 0.512 0.1882
H 1.035 0.954 0.786 0.0642
H 0.466 0.119 -1.715 0.1580

ii | 9
Properties=species:S:1:pos:R:3:lowdin_charge:R:1 method="wB97M-V/def2-TZVPD" e_lumo_ev=0.819 total_charge=0 gap_ev=10.2
C -0.026 0.264 0.043 -0.6067
N -0.095 -0.997 -0.511 0.0445
O 0.751 1.057 -0.649 0.0940
O -1.341 0.712 0.340 0.0068
F 0.982 -1.752 -0.033 -0.0826
H 0.473 0.096 1.625 0.1928
H -0.767 -1.562 -0.010 0.1372
H 1.291 0.518 -1.220 0.1171
H -1.267 1.665 0.415 0.0968

What should be chosen as the most stable of them? Choose i.

i | 21
Properties=species:S:1:pos:R:3:lowdin_charge:R:1 method="wB97M-V/def2-TZVPD" e_lumo_ev=-10.010 total_charge=+2 gap_ev=11.0 smiles="C/[NH+]=C/[N+](C)(C)C"
C -0.254 -2.102 -2.081 -0.0006
N 0.054 -1.424 -0.809 0.1067
C 0.135 -0.056 -0.704 0.0369
N 0.194 0.667 0.532 -0.3276
C 0.071 -0.150 1.782 0.0125
C -1.163 1.297 0.361 0.0311
C 1.401 1.529 0.618 0.0298
H -1.155 -2.887 -1.969 0.1799
H 0.588 -2.630 -2.422 0.0928
H -0.652 -1.414 -2.841 0.1124
H 0.103 -2.196 -0.047 0.2304
H 0.027 0.499 -1.609 0.1782
H -0.791 -0.847 1.870 0.1417
H 0.946 -0.700 2.056 0.1113
H -0.013 0.568 2.624 0.1435
H -1.816 1.498 1.300 0.1827
H -1.219 2.214 -0.236 0.1346
H -1.697 0.673 -0.394 0.1275
H 1.818 1.937 -0.409 0.1648
H 1.183 2.526 1.292 0.1957
H 2.238 0.996 1.088 0.1158

ii | 21
Properties=species:S:1:pos:R:3:lowdin_charge:R:1 method="wB97M-V/def2-TZVPD" e_lumo_ev=-8.287 total_charge=+2 gap_ev=11.9 smiles="C=[NH+]CC[C@H](C)[NH3+]"
C 2.866 -2.125 -0.295 0.2185
N 2.026 -1.205 -0.552 0.0644
C 0.664 -1.062 0.024 -0.1047
C -0.223 -0.061 -0.699 -0.1139
C -0.750 1.090 0.165 -0.2938
C -1.242 0.715 1.550 -0.0338
N -1.915 1.808 -0.555 0.2324
H 3.873 -2.053 -0.695 0.1407
H 2.636 -3.067 0.195 0.1457
H 2.367 -0.490 -1.190 0.1790
H 0.176 -2.038 -0.079 0.1542
H 0.806 -0.977 1.096 0.1342
H 0.379 0.304 -1.546 0.1315
H -1.035 -0.557 -1.229 0.1339
H -0.035 1.902 0.298 0.1596
H -0.426 0.327 2.158 0.0906
H -1.601 1.602 2.076 0.1061
H -2.035 -0.031 1.635 0.1127
H -2.361 1.336 -1.360 0.1825
H -1.460 2.576 -1.055 0.1814
H -2.709 2.008 0.058 0.1788

iii | 21
Properties=species:S:1:pos:R:3:lowdin_charge:R:1 method="wB97M-V/def2-TZVPD" e_lumo_ev=-8.796 total_charge=+2 gap_ev=11.9 smiles="C=[NH+]CC[C@H](C)[NH3+]"
C 1.977 -0.425 2.058 0.2250
N 0.746 -0.104 2.268 0.0607
C -0.424 -0.608 1.403 -0.0626
C -0.852 0.508 0.398 -0.0924
C -0.628 -0.021 -1.026 -0.3162
C 0.746 -0.476 -1.500 -0.0181
N -1.177 1.029 -2.047 0.2194
H 2.659 0.255 2.547 0.1372
H 2.262 -1.223 1.390 0.1324
H 0.445 0.258 3.169 0.1859
H -0.072 -1.526 0.943 0.1264
H -1.088 -0.778 2.244 0.1392
H -1.927 0.623 0.502 0.1346
H -0.164 1.327 0.575 0.1291
H -1.435 -0.760 -1.194 0.1654
H 0.979 -1.423 -0.997 0.0901
H 0.701 -0.715 -2.559 0.1004
H 1.525 0.265 -1.306 0.1039
H -0.852 1.989 -1.914 0.1805
H -2.194 0.986 -1.901 0.1733
H -1.227 0.820 -3.051 0.1860

What should be chosen as the most stable of them? Choose ii.